The following is a quantum chemistry calculation of a 2-piece molecular cluster, H6NO3SSi2 overall, from the OMol25 dataset.

Atoms and positions in Å:
1 N 0.02426 0.41005 0.07441
2 O 0.30650 3.09832 2.17146
3 O 0.84536 3.65903 -0.14290
4 O 2.51116 2.38857 1.11968
5 Si -0.93280 -0.16058 1.32176
6 Si 0.94598 0.13955 -1.33327
7 S 1.12632 2.85744 1.00835
8 H 0.09740 -0.54635 2.36427
9 H -1.70266 -1.43556 1.11487
10 H -2.06074 0.84056 1.73496
11 H 1.70182 1.47300 -1.50785
12 H -0.00164 -0.15009 -2.58839
13 H 1.88872 -1.00077 -1.30701

Charge ... -1
Energy ... -1261.2554 hartree
Gap between HOMO and LUMO ... 0.266 Ha
Energy relative to the best compared isomer or geometry (same formula, charge and spin) ... 37.6 kcal/mol
HOMO ... -4.5468 eV
LUMO energy ... 2.70 eV


The following is a quantum chemistry calculation of a 2-piece molecular cluster, C38H35BF6O4S overall, from the OMol25 dataset.

Atoms and positions in Å:
1 C 3.89643 2.24133 3.40948
2 C 2.77339 1.46393 2.83319
3 C 2.14568 1.91721 1.64808
4 C 1.22512 1.03562 1.14362
5 C 1.19367 -0.38468 1.61791
6 B -2.89981 -0.23470 4.63635
7 C 2.08758 -1.21573 0.66127
8 C 2.85985 -2.18871 1.24733
9 C 2.98422 -3.32524 0.47983
10 C 3.69367 -4.53106 0.94628
11 F 4.90695 -4.63045 0.32180
12 F 3.91575 -4.65804 2.27136
13 F 2.97516 -5.64111 0.57779
14 C 2.50630 -3.41542 -0.81108
15 C 1.79746 -2.37635 -1.36061
16 C 1.16426 -2.33323 -2.69831
17 F -0.20971 -2.24908 -2.61882
18 F 1.53033 -1.23683 -3.42357
19 F 1.42623 -3.41760 -3.43819
20 C 1.57380 -1.23922 -0.62842
21 O -2.17496 -0.41878 5.72639
22 C -1.12844 0.80925 6.15520
23 C -1.36197 2.19752 5.38352
24 C -2.47283 2.94514 6.10184
25 C -0.10219 3.09048 5.28819
26 C -1.82664 1.89527 3.98126
27 O -3.11385 0.94539 4.04196
28 S 2.31102 -0.06874 3.20730
29 H 4.06913 3.07996 2.73161
30 H 3.76616 2.67178 4.41107
31 H 4.81623 1.65219 3.42054
32 H 2.45635 2.88369 1.17145
33 H 0.61743 1.18263 0.26278
34 H 3.27278 -2.08435 2.26325
35 H 2.72220 -4.31598 -1.36273
36 H 0.92311 -0.46474 -1.05586
37 H -1.18932 0.91900 7.25324
38 H -0.11453 0.39403 5.84336
39 H -2.68206 3.87206 5.53805
40 H -3.34904 2.28632 6.12955
41 H -2.15039 3.18804 7.12725
42 H -0.28745 4.03602 4.74448
43 H 0.27173 3.41393 6.27133
44 H 0.76251 2.63184 4.76466
45 H -2.16492 2.73616 3.38057
46 H -1.06745 1.38670 3.37356
47 C -0.85708 -7.76307 2.13818
48 O 0.14241 -6.77021 2.55595
49 C -0.00340 -5.42424 2.37234
50 C 0.67626 -4.54577 3.25956
51 C 0.58928 -3.19949 3.04815
52 C -0.13509 -2.62566 2.01944
53 C -0.08556 -1.07208 1.88660
54 C -1.49797 -0.74021 1.36231
55 C -2.55830 -1.02068 2.25375
56 C -3.89856 -0.96002 1.86976
57 C -4.25098 -0.61431 0.54892
58 O -5.54479 -0.06627 0.26525
59 C -6.78159 -0.72466 0.22212
60 C -7.96227 0.02496 0.00572
61 C -9.21777 -0.60276 -0.00612
62 C -9.32883 -2.00158 0.12484
63 C -8.14201 -2.73759 0.22184
64 C -6.88972 -2.11164 0.25735
65 C -3.18452 -0.47511 -0.37802
66 C -1.84291 -0.63556 0.00925
67 C -0.80672 -3.50599 1.13305
68 C -0.73202 -4.89035 1.27780
69 H -0.50927 -8.70476 2.57343
70 H -1.84896 -7.51245 2.52054
71 H -0.94091 -7.81192 1.04802
72 H 1.31597 -4.94521 4.04614
73 H 1.06210 -2.52481 3.73291
74 H 0.09559 -0.56996 2.87469
75 H -2.27344 -1.43225 3.29613
76 H -4.66896 -1.17698 2.62790
77 H -7.93355 1.09833 -0.19382
78 H -10.14932 -0.02477 -0.13190
79 H -10.32625 -2.49582 0.12706
80 H -8.21764 -3.82405 0.26820
81 H -5.99756 -2.71684 0.28875
82 H -3.40512 -0.30745 -1.43622
83 H -1.04337 -0.64648 -0.75438
84 H -1.42588 -3.19123 0.28410
85 H -1.20465 -5.58189 0.53634

Energy ... -2791.9677 hartree
Gap between HOMO and LUMO ... 0.094 Ha
Energy relative to the best compared isomer or geometry (same formula, charge and spin) ... 139.2 kcal/mol
HOMO ... -4.8124 eV
LUMO energy ... -2.25 eV


The following is a quantum chemistry calculation of C5H8BrO2 as an isolated structure, from the OMol25 dataset.

Atoms and positions in Å:
1 C -4.09250 -0.30225 0.08986
2 C -1.88828 0.32490 -0.47717
3 C 2.60378 -0.06066 0.99663
4 C 2.35409 0.15870 -1.52208
5 C 1.92662 -0.18843 -0.33558
6 O -1.54939 1.39514 -0.77337
7 O -2.64996 -0.53224 -0.10984
8 Br 0.15249 -1.08881 -0.20472
9 H -4.64115 -1.27780 0.21333
10 H -4.37259 0.27888 1.06952
11 H 2.16937 0.74956 1.46702
12 H 3.59254 0.05388 0.68605
13 H 2.23608 -0.97637 1.44109
14 H -4.65768 0.20039 -0.67510
15 H 1.91047 -0.18069 -2.40471
16 H 3.20287 0.83629 -1.45006

Charge ... +1
Energy ... -2919.4253 hartree
Gap between HOMO and LUMO ... 0.316 Ha
Energy relative to the best compared isomer or geometry (same formula, charge and spin) ... 41.9 kcal/mol
HOMO ... -13.7001 eV
LUMO energy ... -5.11 eV


The following is a quantum chemistry calculation of a 2-piece molecular cluster, H5NP4 overall, from the OMol25 dataset.

Atoms and positions in Å:
1 P 0.10612 -1.29043 -0.44435
2 P -0.96976 0.02205 0.97459
3 P -1.41747 1.76128 -0.39284
4 H -0.78957 -2.31048 -0.93443
5 H 0.56037 -1.89462 0.65598
6 H 0.40308 0.32258 1.07217
7 H -1.95684 0.92757 -1.38837
8 H -2.46090 2.40654 0.31939
9 N 3.70325 -0.12340 0.62823
10 P 2.82172 0.17891 -0.49037

Energy ... -1423.0545 hartree
Gap between HOMO and LUMO ... 0.324 Ha
Energy relative to the best compared isomer or geometry (same formula, charge and spin) ... 22.6 kcal/mol
Structure (SMILES) ... P[PH]#[PH2].N#P
HOMO ... -8.8410 eV
LUMO energy ... -0.04 eV


Number 1 is which compound? H6NO3SSi2


Among the records above, which one has the lowest energy relative to the best compared isomer or geometry (same formula, charge and spin)? H5NP4


The highest energy relative to the best compared isomer or geometry (same formula, charge and spin) belongs to which entry? C38H35BF6O4S


Which value of energy relative to the best compared isomer or geometry (same formula, charge and spin) does entry 2 give? 139.2 kcal/mol